Entry 1:
61
Properties=species:S:1:pos:R:3 method="wB97M-V/def2-TZVPD" fmax_ev_per_a=0.67 lumo_ev=0.0 homo_energy_ev=-9.03 energy_ev=-132371.1191 spin_multiplicity=1
N 3.091 -3.965 6.885
C 1.988 -4.555 7.539
O 2.011 -5.176 8.552
O 0.785 -4.481 6.870
C 0.412 -3.398 6.069
Br 1.176 -3.449 4.278
O -0.970 -3.487 5.839
N -1.733 -4.044 6.939
O -2.859 -4.019 6.668
P 0.827 -1.777 6.990
O -0.496 -1.761 7.942
Cl 0.223 -0.469 5.593
H 3.843 -4.648 6.855
H 3.405 -3.142 7.391
H -0.296 -2.219 8.776
C -0.836 0.309 -0.295
O 0.080 1.266 0.191
C -0.059 1.605 1.555
C 1.256 1.575 2.302
O 1.836 0.295 2.473
C 2.342 -0.403 1.350
C 3.573 0.190 0.702
O 3.309 1.407 0.030
C 4.226 2.447 0.279
H -1.773 0.782 -0.607
H -0.382 -0.164 -1.163
H -1.051 -0.466 0.449
H -0.773 0.939 2.052
H -0.453 2.628 1.624
H 1.039 1.912 3.320
H 1.967 2.287 1.877
H 1.562 -0.593 0.609
H 2.644 -1.374 1.752
H 3.937 -0.540 -0.033
H 4.352 0.324 1.460
H 4.582 2.434 1.314
H 3.711 3.392 0.104
H 5.088 2.390 -0.395
C 0.267 0.344 -4.000
O -1.056 0.830 -3.964
C -1.180 2.239 -4.002
C -2.199 2.710 -5.015
O -1.857 2.499 -6.371
C -1.858 1.185 -6.895
C -3.218 0.542 -7.049
O -3.820 0.234 -5.807
C -5.173 0.606 -5.680
H 0.712 0.338 -2.999
H 0.236 -0.680 -4.375
H 0.904 0.934 -4.665
H -0.213 2.708 -4.213
H -1.509 2.588 -3.014
H -2.252 3.797 -4.912
H -3.192 2.317 -4.784
H -1.177 0.530 -6.346
H -1.454 1.295 -7.905
H -3.077 -0.391 -7.610
H -3.863 1.199 -7.643
H -5.383 1.549 -6.195
H -5.382 0.741 -4.619
H -5.839 -0.171 -6.070

***

Entry 2:
8
Properties=species:S:1:pos:R:3 method="wB97M-V/def2-TZVPD" fmax_ev_per_a=2.76 lumo_ev="-0.1 / -0.1" homo_energy_ev="-6.72 / -6.74" energy_ev=-7702.7877 de_lowest_kcal_mol=116.6 spin_multiplicity=1
C -0.927 1.339 -0.129
C -0.075 0.186 -0.099
N -3.168 -0.034 0.164
O -1.011 2.504 -0.210
O -2.703 -1.113 0.003
H -0.688 -0.729 -0.163
H 0.634 0.206 -0.925
H 0.465 0.178 0.848

***

Entry 3:
144
Properties=species:S:1:pos:R:3 method="wB97M-V/def2-TZVPD" fmax_ev_per_a=1.71 lumo_ev=1.7 charge=-1 homo_energy_ev=-4.43 energy_ev=-87870.3647 spin_multiplicity=1
C 1.235 2.693 0.577
C 1.222 1.143 0.654
C -0.119 0.605 1.235
C -0.974 -0.109 0.196
C -1.023 0.643 -1.159
C -2.372 -0.573 0.687
C -2.723 -1.819 -0.167
O -3.177 -1.415 -1.515
C -3.893 -2.332 -2.143
F -5.204 -2.300 -1.842
F -3.462 -3.600 -1.969
F -3.805 -2.095 -3.478
C -2.268 -1.139 2.138
O -2.276 -2.403 2.226
O -2.143 -0.345 3.095
N -3.441 0.412 0.454
C -4.746 -0.042 0.852
O -5.596 1.102 0.680
C -6.941 0.688 0.668
B -3.255 1.725 1.107
O -2.762 2.799 0.313
O -3.515 1.999 2.419
H 0.575 3.124 1.324
H 0.916 2.980 -0.422
H 2.245 3.014 0.796
H 1.438 0.699 -0.305
H 2.034 0.887 1.337
H 0.153 -0.062 2.044
H -0.617 1.452 1.707
H -0.436 -1.028 -0.025
H -0.320 0.200 -1.857
H -2.027 0.694 -1.559
H -0.712 1.672 -1.012
H -1.900 -2.515 -0.222
H -3.545 -2.366 0.279
H -4.809 -0.316 1.914
H -5.152 -0.829 0.219
H -7.125 0.006 -0.164
H -7.166 0.145 1.590
H -7.606 1.528 0.526
H -3.538 3.094 -0.175
H -2.715 2.287 2.866
C -7.708 1.972 -3.420
O -7.248 1.712 -2.099
H -8.514 1.275 -3.639
H -8.086 2.995 -3.496
H -6.898 1.822 -4.140
H -6.536 2.329 -1.910
C 4.650 -0.827 2.566
O 3.772 0.181 3.054
H 4.516 -0.908 1.490
H 5.693 -0.568 2.776
H 4.420 -1.793 3.023
H 3.902 0.236 4.006
C -2.360 -7.259 -2.806
O -1.828 -5.938 -2.837
H -1.527 -7.959 -2.847
H -2.919 -7.420 -1.878
H -3.019 -7.427 -3.663
H -2.573 -5.331 -2.798
C 4.914 2.965 5.848
O 5.236 1.912 4.941
H 4.835 2.539 6.846
H 5.697 3.729 5.846
H 3.960 3.424 5.579
H 5.299 2.298 4.062
C 8.926 1.808 7.021
O 8.289 0.906 6.124
H 9.983 1.554 7.063
H 8.821 2.840 6.670
H 8.498 1.723 8.023
H 7.356 1.142 6.092
C 10.814 1.810 3.313
O 10.838 0.467 3.773
H 11.687 1.966 2.682
H 9.912 2.002 2.726
H 10.853 2.509 4.154
H 10.062 0.342 4.328
C 4.315 0.008 -1.973
O 3.696 0.727 -0.910
H 3.914 0.378 -2.914
H 5.394 0.166 -1.953
H 4.098 -1.060 -1.886
H 4.055 0.390 -0.086
C 8.770 -0.897 -0.938
O 7.451 -0.374 -0.738
H 8.715 -1.980 -0.932
H 9.166 -0.559 -1.897
H 9.430 -0.567 -0.130
H 7.519 0.583 -0.745
C -11.035 3.984 -2.623
O -10.056 4.783 -3.282
H -10.553 3.064 -2.303
H -11.430 4.502 -1.746
H -11.856 3.740 -3.303
H -10.483 5.596 -3.563
C 11.856 1.249 -2.770
O 10.718 0.549 -3.264
H 12.191 0.746 -1.867
H 12.665 1.238 -3.506
H 11.599 2.284 -2.530
H 10.426 0.997 -4.061
C 2.304 6.077 1.273
O 3.026 5.062 1.961
H 1.244 5.886 1.414
H 2.547 7.066 1.675
H 2.530 6.053 0.204
H 3.962 5.229 1.833
C -2.534 3.795 -3.195
O -1.710 4.031 -2.061
H -1.960 4.022 -4.092
H -2.845 2.745 -3.226
H -3.417 4.439 -3.170
H -2.237 3.823 -1.277
C -7.271 -2.833 2.890
O -8.089 -1.764 3.380
H -7.398 -2.890 1.811
H -6.220 -2.638 3.115
H -7.568 -3.783 3.336
H -7.968 -1.718 4.330
C -6.383 5.125 -5.089
O -4.959 5.147 -5.149
H -6.676 5.168 -4.043
H -6.805 5.988 -5.612
H -6.776 4.206 -5.530
H -4.709 5.108 -6.075
C -7.911 -7.024 2.428
O -6.875 -6.203 2.948
H -8.796 -6.405 2.300
H -7.625 -7.441 1.458
H -8.145 -7.840 3.119
H -6.094 -6.751 3.059
C 11.215 -4.237 -1.690
O 10.601 -3.522 -0.624
H 10.813 -3.853 -2.624
H 12.299 -4.090 -1.682
H 10.992 -5.305 -1.619
H 10.958 -3.862 0.200
C -5.838 -8.586 -4.240
O -4.873 -7.741 -4.857
H -5.346 -9.520 -3.979
H -6.230 -8.124 -3.330
H -6.663 -8.797 -4.925
H -5.311 -6.917 -5.085

***

Entry 4:
51
Properties=species:S:1:pos:R:3 method="wB97M-V/def2-TZVPD" fmax_ev_per_a=1.89 lumo_ev="-5.7 / -9.7" charge=+2 homo_energy_ev="-13.53 / -13.66" energy_ev=-240303.8489 de_lowest_kcal_mol=23.4 s_squared=6.058 spin_multiplicity=5
Pd 0.296 0.455 -0.218
N 3.113 2.321 -1.425
C 3.421 1.359 -0.496
C 4.788 1.161 -0.213
C 5.164 0.226 0.719
C 4.176 -0.490 1.395
C 2.862 -0.241 1.075
N 2.489 0.643 0.138
C 1.931 2.775 -1.967
C 1.993 3.897 -2.817
C 0.832 4.394 -3.363
C -0.376 3.761 -3.081
C -0.359 2.660 -2.251
N 0.767 2.178 -1.718
H 3.922 2.848 -1.734
H 5.531 1.745 -0.733
H 6.207 0.053 0.930
H 4.429 -1.211 2.152
H 2.057 -0.754 1.592
H 2.947 4.356 -3.028
H 0.855 5.266 -3.998
H -1.307 4.118 -3.488
H -1.276 2.134 -2.006
Cl -0.413 4.143 0.521
C -0.965 2.946 1.609
C -0.652 1.612 1.348
C -1.069 0.665 2.280
Cl -0.713 -0.969 1.850
C -1.747 0.976 3.454
Cl -2.148 -0.224 4.598
C -2.104 2.326 3.664
Cl -3.032 2.743 5.028
C -1.719 3.312 2.736
Cl -2.180 4.940 2.978
Br -1.955 0.083 -4.786
C -0.989 -1.339 -4.036
C -0.685 -2.479 -4.755
C 0.025 -3.517 -4.171
Br 0.371 -5.063 -5.193
C 0.494 -3.421 -2.824
C 1.192 -4.438 -2.148
C 1.582 -4.233 -0.844
C 1.328 -2.998 -0.242
N 0.702 -2.012 -0.861
C 0.245 -2.228 -2.107
C -0.585 -1.170 -2.671
O -0.957 -0.193 -1.986
H -1.017 -2.571 -5.778
H 1.396 -5.375 -2.643
H 2.090 -5.005 -0.288
H 1.638 -2.808 0.777

***

Entry 5:
6
Properties=species:S:1:pos:R:3 method="wB97M-V/def2-TZVPD" fmax_ev_per_a=2.90 lumo_ev=0.6 homo_energy_ev=-10.93 energy_ev=-4159.6019 de_lowest_kcal_mol=7.8 spin_multiplicity=1
H 1.999 -0.689 0.285
H 0.820 0.351 -0.031
H -1.334 0.832 0.235
H -2.050 -0.532 -0.070
O 1.727 0.066 -0.210
O -1.162 -0.027 -0.209